one | Entry from OMol25: a cluster of 11 separate species, C45H116N4O15 in total (wB97M-V/def2-TZVPD).

Charge: 0
Molar mass, g mol⁻¹: 953.436
LUMO energy, eV: 0.36

Geometry as XYZ:
```
180
C45H116N4O15, DFT wB97M-V/def2-TZVPD
C -8.5470 4.7860 -26.3416
O -9.3279 3.9856 -25.4181
C -9.9157 2.8262 -26.0262
C -10.7455 2.1605 -24.9177
N -10.0916 1.9756 -23.6419
C -11.0861 1.4599 -22.7073
C -10.5790 1.5074 -21.2956
O -10.5913 2.9222 -20.8679
C -10.1287 3.0412 -19.4826
H -8.0537 5.6426 -25.8822
H -9.1185 5.2048 -27.1699
H -7.7922 4.1436 -26.7950
H -9.2103 2.1234 -26.4696
H -10.4643 3.1478 -26.9114
H -10.9993 1.1699 -25.2952
H -11.6605 2.7431 -24.8105
H -9.7438 2.8743 -23.3394
H -11.2943 0.4362 -23.0186
H -12.0484 1.9700 -22.7510
H -9.5948 1.0601 -21.1565
H -11.2047 0.8559 -20.6856
H -10.8066 2.5987 -18.7528
H -10.0662 4.1093 -19.2746
H -9.1280 2.6409 -19.3197
C -2.3010 6.7123 -22.1540
O -3.6985 6.8967 -22.4266
C -4.5917 6.5210 -21.4454
C -6.0352 6.9960 -21.7533
N -6.1440 8.4828 -21.7354
C -7.4896 8.8437 -22.3102
C -7.7645 10.3634 -22.2184
O -7.1061 10.9678 -23.4254
C -7.3005 12.3598 -23.4355
H -1.8912 5.7043 -22.0901
H -2.1942 7.1311 -21.1534
H -1.6351 7.3251 -22.7616
H -4.2951 6.9339 -20.4813
H -4.5552 5.4359 -21.3479
H -6.7956 6.6405 -21.0580
H -6.3159 6.5826 -22.7220
H -5.3851 8.8640 -22.2821
H -8.2574 8.2906 -21.7692
H -7.6071 8.6310 -23.3728
H -7.3951 10.8428 -21.3118
H -8.8313 10.5867 -22.2095
H -6.8578 12.8989 -22.5979
H -8.3777 12.5233 -23.4692
H -6.7369 12.6952 -24.3060
C -28.9056 9.2980 -9.8163
O -29.2296 7.9076 -9.9010
C -29.6755 7.2889 -8.7301
C -29.6159 5.8159 -8.8609
N -28.2975 5.2924 -9.1052
C -28.3272 3.8711 -9.3763
C -26.9307 3.1952 -9.5087
O -26.1895 3.6802 -10.6424
C -24.8938 3.1011 -10.7026
H -28.4343 9.5758 -10.7591
H -28.2126 9.4401 -8.9869
H -29.8214 9.8847 -9.7446
H -30.6980 7.6059 -8.5250
H -29.1476 7.6678 -7.8549
H -30.1970 5.5550 -9.7454
H -29.9960 5.4135 -7.9220
H -27.9337 5.7972 -9.9008
H -28.7929 3.6016 -10.3243
H -28.7399 3.2928 -8.5497
H -27.2110 2.1419 -9.5235
H -26.3178 3.4116 -8.6337
H -24.2475 3.4857 -11.4915
H -24.8656 2.0125 -10.7492
H -24.2752 3.4311 -9.8680
C -16.9059 18.0617 -26.2429
O -17.7241 17.2814 -27.1087
C -18.0519 15.9613 -26.5546
C -19.2476 15.3863 -27.3212
N -19.7800 14.1446 -26.7278
C -20.8210 13.4360 -27.4979
C -21.2792 12.1690 -26.7696
O -20.2147 11.3614 -26.7585
C -20.4120 10.0511 -26.3238
H -17.5153 18.3541 -25.3878
H -16.5344 18.9011 -26.8305
H -16.0221 17.5759 -25.8292
H -18.4284 16.0564 -25.5361
H -17.1877 15.2989 -26.5054
H -18.8838 15.1956 -28.3309
H -20.0860 16.0823 -27.3475
H -19.1008 13.3971 -26.7207
H -20.5493 13.1249 -28.5066
H -21.7091 14.0401 -27.6838
H -22.1452 11.7867 -27.3101
H -21.5945 12.4343 -25.7605
H -19.5720 9.4384 -26.6513
H -21.2459 9.5597 -26.8250
H -20.4989 9.9236 -25.2448
C -25.4005 5.0832 -17.1430
C -26.4073 5.7346 -16.1222
C -25.7186 6.8001 -15.2477
O -27.3766 6.3658 -16.8790
H -24.4328 4.7836 -16.7408
H -25.3282 5.6659 -18.0614
H -25.8584 4.1483 -17.4660
H -26.8538 5.0287 -15.4218
H -26.2636 7.1078 -14.3553
H -25.5822 7.6915 -15.8600
H -24.7543 6.3781 -14.9644
H -27.9417 6.8965 -16.3128
C -17.0007 17.3850 -19.7530
C -16.4209 16.0173 -19.3463
C -16.2615 15.0651 -20.5790
O -15.1733 16.3104 -18.7810
H -16.5000 17.8982 -20.5740
H -16.8430 18.0748 -18.9239
H -18.0616 17.3034 -19.9894
H -17.0082 15.4794 -18.6020
H -15.6215 15.5089 -21.3416
H -17.2043 14.7955 -21.0548
H -15.7299 14.1330 -20.3876
H -14.7365 15.4584 -18.7103
C -14.3993 8.4211 -26.5992
C -14.3480 9.7774 -27.2990
C -13.1176 9.8118 -28.1850
O -15.5622 9.9338 -27.9461
H -15.2984 8.1779 -26.0330
H -13.5277 8.0208 -26.0813
H -14.6236 7.6129 -27.2954
H -14.3427 10.5714 -26.5521
H -12.3114 10.0248 -27.4830
H -13.2145 10.5680 -28.9640
H -13.0018 8.8637 -28.7102
H -16.2522 9.3782 -27.5759
C -13.2011 10.1505 -14.3074
C -13.4118 11.6329 -14.6824
C -13.0696 12.5768 -13.4759
O -12.4765 12.0030 -15.6915
H -14.1211 9.7269 -13.9045
H -12.4944 9.9663 -13.4982
H -12.9380 9.5803 -15.1983
H -14.4015 11.7806 -15.1146
H -13.2452 13.6154 -13.7562
H -12.0111 12.5036 -13.2260
H -13.7058 12.4292 -12.6033
H -11.6434 11.6889 -15.3325
C -20.7986 11.9367 -12.9882
C -21.9013 12.8893 -12.5811
C -22.2305 12.9614 -11.0566
O -21.5792 14.1278 -13.1218
H -21.0221 11.0376 -12.4140
H -19.8911 12.3045 -12.5094
H -20.5506 11.8170 -14.0428
H -22.8174 12.6489 -13.1207
H -22.4674 11.9302 -10.7946
H -23.1509 13.5202 -10.8877
H -21.3708 13.2666 -10.4600
H -20.9059 14.4902 -12.5415
C -18.9456 -2.5866 -22.1099
C -20.0626 -1.6101 -21.6135
C -21.4094 -2.2306 -21.1203
O -19.5751 -0.8420 -20.5529
H -19.2974 -3.2535 -22.8971
H -18.3273 -3.1192 -21.3874
H -18.1834 -1.9621 -22.5759
H -20.2227 -0.8222 -22.3494
H -21.2963 -2.7200 -20.1529
H -21.7088 -2.9781 -21.8550
H -22.1610 -1.4413 -21.1082
H -18.9469 -1.3718 -20.0567
C -16.2906 7.2819 -19.9137
C -16.9198 5.9556 -19.4799
C -17.8361 6.1385 -18.2204
O -17.6403 5.3486 -20.5065
H -16.9451 7.8028 -20.6125
H -15.3875 7.0571 -20.4811
H -16.0409 7.9630 -19.1001
H -16.1227 5.2739 -19.1835
H -17.3371 6.7156 -17.4419
H -18.1954 5.2635 -17.6787
H -18.7129 6.7588 -18.4066
H -17.9994 4.5217 -20.1765
```



two | Entry from OMol25: a structure of composition C45H116N4O15 (wB97M-V/def2-TZVPD).

Charge: 0
Molar mass, g mol⁻¹: 953.436
LUMO energy, eV: 0.38

Geometry as XYZ:
```
180
C45H116N4O15, DFT wB97M-V/def2-TZVPD
C -4.1689 -1.4414 -1.9109
O -3.4852 -0.9455 -0.7287
C -2.1969 -1.3767 -0.4247
C -1.9354 -1.0865 1.0975
N -2.7615 -1.9299 1.9801
C -2.7430 -1.4579 3.3257
C -3.6431 -2.4234 4.1423
O -5.0487 -2.2419 3.8600
C -5.8657 -2.5823 4.9834
H -4.3437 -2.5058 -1.7534
H -3.6463 -1.1900 -2.8338
H -5.2234 -1.1718 -1.9700
H -1.4048 -1.0824 -1.1132
H -2.3414 -2.4558 -0.3713
H -2.3619 -0.0933 1.2382
H -0.8536 -1.0119 1.2075
H -3.6429 -2.0558 1.5033
H -3.2933 -0.5230 3.4324
H -1.7425 -1.3675 3.7486
H -3.4512 -2.3211 5.2104
H -3.2689 -3.3878 3.7988
H -5.7816 -1.7294 5.6569
H -5.6175 -3.5550 5.4081
H -6.8992 -2.6365 4.6412
C -6.4002 7.8169 -1.6505
O -5.0966 7.5890 -1.2942
C -5.0116 6.2791 -0.6604
C -3.5815 5.7856 -0.5580
N -2.9945 5.3259 -1.8210
C -1.5505 5.3038 -1.6463
C -1.1776 3.8539 -1.2607
O -1.3428 3.5045 0.1243
C -1.2769 2.1645 0.3717
H -6.2668 8.7861 -2.1312
H -7.1053 7.9571 -0.8313
H -6.8431 7.2096 -2.4399
H -5.6782 5.6052 -1.1985
H -5.4085 6.3541 0.3520
H -3.3611 5.0035 0.1686
H -3.0656 6.6767 -0.2005
H -3.2370 5.8739 -2.6340
H -1.0656 6.1470 -1.1543
H -1.1148 5.2640 -2.6446
H -0.1125 3.7972 -1.4853
H -1.6649 3.2486 -2.0250
H -1.5018 2.0005 1.4255
H -0.2380 1.8829 0.1997
H -1.9146 1.4989 -0.2100
C -4.5206 -7.0794 3.7421
O -4.1627 -6.3459 2.5689
C -2.8611 -6.4554 2.1552
C -2.9063 -6.1764 0.6254
N -1.6765 -5.7059 0.0863
C -1.7642 -5.2297 -1.3311
C -1.5093 -3.6307 -1.5389
O -0.5067 -3.2098 -2.5239
C -0.3097 -1.7933 -2.6309
H -3.8125 -6.9883 4.5658
H -4.7328 -8.1294 3.5407
H -5.4767 -6.7297 4.1317
H -2.4727 -7.4720 2.2168
H -2.2038 -5.7903 2.7152
H -3.7341 -5.5358 0.3211
H -3.0625 -7.1302 0.1214
H -1.2803 -5.0169 0.7095
H -2.5907 -5.6064 -1.9337
H -1.0323 -5.8478 -1.8510
H -1.2692 -3.1161 -0.6085
H -2.4865 -3.1840 -1.7222
H -1.2447 -1.2767 -2.8478
H 0.2481 -1.4629 -3.5071
H 0.1165 -1.3749 -1.7191
C 2.4960 1.9453 -2.8991
O 3.2455 2.0691 -1.7235
C 4.0409 3.1922 -1.3245
C 4.9245 3.2458 -0.1386
N 5.6311 1.9696 -0.0886
C 6.8081 1.8243 -1.0258
C 8.0024 2.7425 -0.6648
O 7.9336 4.0169 -1.2950
C 8.9666 4.8267 -0.7715
H 1.5202 2.4308 -2.8890
H 2.3484 0.8880 -3.1193
H 2.9900 2.3113 -3.7991
H 3.3324 4.0203 -1.3046
H 4.5951 3.4242 -2.2340
H 4.2762 3.2991 0.7360
H 5.5465 4.1404 -0.1087
H 5.0349 1.2686 -0.5049
H 6.4274 1.9014 -2.0443
H 7.1071 0.7790 -1.1039
H 8.9621 2.2306 -0.7349
H 7.9382 2.8268 0.4200
H 8.8547 4.7552 0.3104
H 8.7199 5.8574 -1.0258
H 9.9742 4.5430 -1.0755
C 3.6452 -3.9291 2.3121
C 3.4593 -3.7660 0.7987
C 3.3073 -2.3420 0.3678
O 4.6813 -4.2258 0.2685
H 4.4643 -3.2380 2.5113
H 4.0835 -4.8811 2.6116
H 2.8856 -3.7130 3.0633
H 2.6633 -4.4180 0.4391
H 3.5372 -1.5431 1.0728
H 2.3182 -2.0701 -0.0007
H 3.9877 -2.0858 -0.4444
H 4.6758 -3.9409 -0.6483
C -3.8930 0.6992 -4.4259
C -2.4616 1.1445 -4.0260
C -2.0992 0.5517 -2.6590
O -1.6165 0.5424 -4.9834
H -4.1722 -0.3539 -4.3936
H -3.9890 0.8925 -5.4943
H -4.6974 1.2798 -3.9742
H -2.3828 2.2295 -3.9573
H -1.0399 0.4928 -2.4091
H -2.4543 -0.4737 -2.5561
H -2.5988 1.1726 -1.9154
H -2.2084 0.2045 -5.6594
C -0.4490 1.1946 2.2053
C -1.1864 1.0924 3.5673
C -0.8939 2.1856 4.6528
O -2.5181 1.1391 3.3031
H -0.4808 2.1782 1.7367
H -0.8861 0.4950 1.4928
H 0.5908 0.9522 2.4251
H -0.9497 0.1323 4.0260
H -1.5217 2.9970 4.2845
H 0.1739 2.4008 4.6922
H -1.3603 1.8690 5.5857
H -3.0740 1.0504 4.0807
C 5.5628 2.5158 3.8438
C 4.9015 1.2942 3.1567
C 3.7185 1.7719 2.1994
O 5.7855 0.5453 2.3655
H 5.0102 3.4338 3.6442
H 6.6055 2.5660 3.5303
H 5.4096 2.4760 4.9222
H 4.5992 0.5535 3.8970
H 3.2543 2.6059 2.7259
H 3.0113 0.9604 2.0280
H 4.0858 2.1973 1.2655
H 5.2624 0.2692 1.6094
C 0.7845 0.7211 -1.3671
C 0.9355 -0.1984 -0.1337
C 1.7538 0.2078 1.0889
O -0.3720 -0.2435 0.4631
H 0.0562 1.5266 -1.2731
H 0.1960 0.2670 -2.1643
H 1.7342 1.0779 -1.7657
H 1.2040 -1.2217 -0.3961
H 1.5137 1.1754 1.5294
H 2.8330 0.2567 0.9436
H 1.5287 -0.4660 1.9156
H -0.5287 0.6672 0.7232
C 0.8262 0.2782 -3.6360
C 1.1822 0.5530 -5.0292
C 1.3678 -0.6955 -5.9404
O 0.0779 1.2995 -5.5568
H 1.6530 -0.2354 -3.1454
H -0.0028 -0.4292 -3.6166
H 0.5664 1.2141 -3.1415
H 2.0464 1.2082 -5.1389
H 1.9623 -0.4550 -6.8218
H 0.4085 -1.0346 -6.3314
H 1.7003 -1.6020 -5.4346
H -0.7154 0.7661 -5.6443
C 0.4202 -4.9024 2.0936
C -0.2032 -3.5514 1.8853
C 0.3481 -2.6972 0.7621
O -1.5276 -3.8275 1.5162
H 0.0510 -5.3745 3.0041
H 1.4763 -4.9089 2.3636
H 0.5616 -5.4134 1.1412
H -0.0139 -3.0447 2.8317
H 0.4445 -3.3028 -0.1391
H 1.3544 -2.5709 1.1614
H -0.1830 -1.7632 0.5785
H -1.8815 -2.9622 1.7344
```



one wins, 36.194 eV ahead of the next structure.



one | Entry from OMol25: a structure of composition C23H26BrFIrN2O11P2 (wB97M-V/def2-TZVPD).

Expectation value of S²: 0.7553
Charge: 0
2S+1: 2
Molar mass, g mol⁻¹: 859.531
LUMO energy (alpha / beta), eV: -0.37 / -1.62

Geometry as XYZ:
```
67
C23H26BrFIrN2O11P2, DFT wB97M-V/def2-TZVPD
Ir 0.7345 -0.2787 -0.1171
N -0.3275 -3.0596 -2.3216
C 0.7753 -2.4077 -3.1532
C 0.9705 -3.1666 -4.4540
P 0.1984 -0.6856 -3.4476
O -1.2974 -1.0830 -3.9440
O 0.9680 0.0080 -4.4801
O 0.0071 -0.1125 -2.0510
P 2.2991 -2.4055 -2.0999
O 2.4443 -3.9975 -1.8391
O 3.4553 -1.8265 -2.7788
O 1.7432 -1.9246 -0.7563
H -1.2493 -2.8941 -2.7452
H -0.3356 -2.6541 -1.3668
H -0.1548 -4.0621 -2.2426
H 0.0640 -3.1521 -5.0609
H 1.2690 -4.2002 -4.2673
H 1.7616 -2.6720 -5.0152
H -1.7151 -0.3919 -4.4713
H 3.3305 -4.2965 -2.0780
Br 0.9376 2.1174 2.7209
C 2.6841 2.0256 1.9743
C 3.6291 2.4699 2.8609
C 4.9466 2.7366 2.4672
C 5.2609 2.6288 1.1510
C 4.3134 2.1608 0.2102
C 4.7215 2.1424 -1.1464
C 3.8845 1.6961 -2.1103
C 2.6505 1.1380 -1.7331
C 2.2070 1.0856 -0.4366
C 3.0004 1.7333 0.6013
H 3.3268 2.6680 3.8795
H 5.6699 3.0820 3.1938
H 6.2447 2.9006 0.7885
H 5.7152 2.5017 -1.3849
H 4.1697 1.6877 -3.1536
H 2.0768 0.6943 -2.5267
F 1.4670 -0.6524 1.6050
O -2.2987 2.1314 1.1764
C -1.8892 1.1423 0.6199
O -0.6085 1.0479 0.2773
C -2.8311 0.0145 0.2982
C -3.8364 -0.2744 1.2115
C -4.7487 -1.3105 0.9894
C -4.6014 -2.0236 -0.1755
O -5.3410 -3.0898 -0.6219
C -4.7557 -3.4929 -1.8562
O -3.6682 -2.6101 -2.1476
C -3.6133 -1.7209 -1.0894
C -2.7261 -0.6982 -0.8986
H -3.9078 0.3275 2.1070
H -5.5309 -1.5420 1.6988
H -5.5005 -3.4270 -2.6507
H -4.3757 -4.5135 -1.7590
H -1.9651 -0.4511 -1.6186
C 0.0385 -4.6880 2.8220
N -0.6968 -3.7761 1.9588
C -2.1362 -3.9336 1.8367
C -0.0495 -2.8544 1.2628
O -0.6127 -2.0927 0.4487
H -0.5803 -4.9425 3.6805
H 0.9451 -4.2055 3.1808
H 0.3038 -5.6081 2.2982
H -2.5686 -4.0645 2.8279
H -2.3851 -4.8080 1.2300
H -2.5524 -3.0422 1.3757
H 1.0193 -2.7734 1.4621
```



two | Entry from OMol25: a structure of composition C23H26BrFIrN2O11P2 (wB97M-V/def2-TZVPD).

Expectation value of S²: 0.7579
Charge: 0
2S+1: 2
Molar mass, g mol⁻¹: 859.531
LUMO energy (alpha / beta), eV: -0.97 / -0.98

Geometry as XYZ:
```
67
C23H26BrFIrN2O11P2, DFT wB97M-V/def2-TZVPD
Ir 0.2345 -0.5358 -0.5459
N -3.5372 -1.7483 1.2403
C -3.4978 -2.0164 -0.2636
C -4.8049 -2.6366 -0.7309
P -3.1836 -0.3799 -1.0977
O -4.1818 0.4719 -0.1411
O -3.6488 -0.4159 -2.4907
O -1.7798 0.0844 -0.7314
P -1.9981 -3.0778 -0.4830
O -2.4610 -4.3064 0.4656
O -1.7515 -3.5014 -1.8631
O -0.9981 -2.2547 0.3367
H -4.0122 -0.8652 1.4412
H -2.5714 -1.6974 1.5748
H -3.9788 -2.5208 1.7349
H -5.6402 -1.9462 -0.5999
H -5.0064 -3.5700 -0.2002
H -4.7182 -2.8522 -1.7939
H -4.3457 1.3617 -0.4926
H -2.0386 -5.1341 0.1917
Br 2.6738 1.0812 -1.1522
C 2.8772 0.0371 -2.6671
C 4.0951 -0.0125 -3.2831
C 4.2492 -0.7874 -4.4432
C 3.1799 -1.4663 -4.9493
C 1.9104 -1.3887 -4.3369
C 0.8000 -2.0519 -4.9188
C -0.4377 -1.8932 -4.4085
C -0.6403 -1.1128 -3.2443
C 0.4130 -0.5761 -2.5496
C 1.7345 -0.6346 -3.1461
H 4.9278 0.5477 -2.8785
H 5.2126 -0.8317 -4.9347
H 3.2896 -2.0752 -5.8393
H 0.9627 -2.6526 -5.8076
H -1.2932 -2.3763 -4.8605
H -1.6490 -0.9469 -2.9392
F 1.5524 -1.8286 -0.6642
O -0.3383 3.2836 0.9491
C -0.3449 2.0810 1.0770
O 0.1475 1.3098 0.1190
C -0.9125 1.4846 2.3335
C -0.7750 2.1731 3.5292
C -1.3021 1.6755 4.7288
C -1.9871 0.4900 4.6576
O -2.6035 -0.2019 5.6737
C -3.1743 -1.3663 5.0799
O -2.9124 -1.3159 3.6672
C -2.1480 -0.1778 3.4687
C -1.6140 0.2784 2.2953
H -0.2532 3.1216 3.5161
H -1.1848 2.2026 5.6674
H -4.2489 -1.3741 5.2484
H -2.7129 -2.2570 5.5038
H -1.6950 -0.2458 1.3581
C 1.7562 -3.2854 3.9164
N 1.6983 -1.9341 3.3673
C 1.9360 -0.7845 4.2336
C 1.3242 -1.7550 2.1015
O 1.1826 -0.6376 1.5883
H 2.2399 -3.2460 4.8885
H 2.3376 -3.9411 3.2703
H 0.7598 -3.7119 4.0457
H 2.7452 -1.0197 4.9245
H 1.0399 -0.5221 4.7996
H 2.2129 0.0695 3.6229
H 1.1600 -2.6698 1.5237
```



one wins, 2.235 eV ahead of the next structure.